1.
A cluster of 2 separate species, C9H13NO in total, computed with ωB97M-V with the def2-TZVPD basis set.

Cartesian coordinates (Å):
C  -1.588  1.672  -1.290
C  -0.330  1.480  -0.717
C  -1.679  -0.735  -1.354
C  -1.301  -1.252  2.531
C  -0.157  -0.715  2.916
C  -2.260  0.487  -1.547
C  0.222  0.159  -0.482
C  2.452  -0.479  -1.465
C  1.693  -0.057  -0.059
N  -0.456  -0.933  -0.813
O  2.258  1.142  0.255
H  -2.023  2.578  -1.453
H  0.331  2.345  -0.533
H  -2.333  -1.620  -1.604
H  -1.308  -2.311  2.024
H  -2.240  -0.676  2.623
H  0.785  -1.233  2.683
H  -0.008  0.197  3.490
H  -3.387  0.450  -1.861
H  3.483  -0.497  -1.119
H  2.368  0.450  -1.927
H  1.872  -1.185  -1.968
H  1.788  -0.838  0.607
H  1.819  1.570  1.062

Calculated values
DFT total energy (eV): -13078.8630
LUMO energy (Eh): 0.0276
Frontier orbital gap (eV): 9.97
SMILES string: C[C@@H](O)c1ccccn1.C=C
Relative energy (zero: lowest compared OMol25 entry of this formula, charge and spin) (kJ/mol): 309.60
HOMO energy (eV): -9.2

2.
A structure of composition C28H36Cl5N4O5P2S3W, computed with ωB97M-V with the def2-TZVPD basis set.

Cartesian coordinates (Å):
W  -0.502  -1.289  -0.057
O  1.556  -0.946  1.549
N  2.730  -1.174  1.030
C  3.815  -0.622  1.623
C  5.082  -0.835  1.145
C  5.250  -1.638  0.020
C  4.141  -2.201  -0.566
C  2.857  -1.985  -0.057
S  1.451  -2.768  -0.676
H  3.577  -0.026  2.489
H  5.917  -0.372  1.652
H  6.237  -1.825  -0.383
H  4.229  -2.843  -1.431
Cl  -2.325  -4.118  -2.034
C  -2.200  -4.198  -0.298
C  -1.558  -3.168  0.377
C  -1.589  -3.296  1.758
Cl  -0.863  -1.940  2.594
C  -2.153  -4.339  2.471
Cl  -2.112  -4.368  4.186
C  -2.755  -5.362  1.741
Cl  -3.462  -6.698  2.561
C  -2.785  -5.287  0.349
Cl  -3.550  -6.541  -0.549
C  -3.267  1.186  0.831
P  -2.769  -0.195  -0.238
C  -4.187  -1.325  -0.136
C  -2.894  0.529  -1.921
C  -2.333  -0.425  -2.978
P  -0.621  -0.882  -2.514
C  -0.081  -2.121  -3.727
C  0.356  0.559  -3.032
H  -4.268  1.525  0.553
H  -2.572  2.015  0.718
H  -3.290  0.841  1.865
H  -5.118  -0.783  -0.311
H  -4.222  -1.775  0.857
H  -4.080  -2.121  -0.873
H  -2.322  1.461  -1.891
H  -3.936  0.788  -2.123
H  -2.347  0.027  -3.973
H  -2.920  -1.346  -3.021
H  -0.373  -1.798  -4.728
H  -0.498  -3.100  -3.515
H  1.004  -2.193  -3.671
H  0.284  0.669  -4.117
H  1.396  0.389  -2.750
H  0.026  1.463  -2.524
C  3.725  1.239  -4.315
C  3.580  1.998  -3.025
C  4.190  1.554  -1.857
C  4.073  2.273  -0.675
C  3.326  3.440  -0.653
C  2.695  3.891  -1.805
C  2.830  3.173  -2.979
S  3.148  4.346  0.860
O  3.001  5.727  0.511
O  4.171  3.888  1.757
N  1.728  3.865  1.493
C  1.653  2.493  2.004
C  0.234  1.957  1.848
C  -0.046  1.860  0.359
O  -0.404  2.864  -0.258
O  0.161  0.723  -0.205
H  4.522  0.498  -4.252
H  3.949  1.910  -5.144
H  2.801  0.714  -4.564
H  4.782  0.645  -1.871
H  4.584  1.951  0.220
H  2.122  4.808  -1.780
H  2.354  3.537  -3.883
H  0.948  4.097  0.878
H  1.967  2.480  3.047
H  2.319  1.827  1.444
H  -0.482  2.634  2.319
H  0.188  0.975  2.314
N  -4.252  1.287  5.190
C  -4.863  0.113  4.915
N  -5.991  -0.142  5.606
S  -4.259  -0.956  3.787
H  -4.506  1.844  5.987
H  -3.347  1.431  4.779
H  -6.382  0.506  6.267
H  -6.477  -0.997  5.408

Calculated values
Spin multiplicity: 4
<S²>: 3.770
DFT total energy (eV): -161340.8233
LUMO energy (alpha / beta) (Eh): 0.0059 / -0.0080
Frontier orbital gap (alpha / beta) (eV): 7.11 / 7.83
Relative energy (zero: lowest compared OMol25 entry of this formula, charge and spin) (kJ/mol): 64.99
HOMO energy (alpha / beta) (eV): -6.9 / -8.0

3.
The ion C4H7N2 with charge +1, computed with ωB97M-V with the def2-TZVPD basis set.

Cartesian coordinates (Å):
C  1.114  -1.062  0.067
C  -1.252  -0.339  0.612
C  0.828  1.177  -0.019
C  -0.328  -0.919  -0.395
N  1.726  0.021  0.216
N  -0.547  0.566  -0.326
H  1.520  -2.072  0.145
H  -2.299  -0.376  0.440
H  -1.031  -0.208  1.690
H  0.797  1.797  0.783
H  1.313  1.854  -0.874
H  -0.639  -1.312  -1.309
H  -1.203  0.872  -1.029

Calculated values
DFT total energy (eV): -7232.6294
LUMO energy (Eh): -0.1262
Frontier orbital gap (eV): 12.04
SMILES string: C1=NC[N@@H+]2C[C@H]12
Net charge: +1
Relative energy (zero: lowest compared OMol25 entry of this formula, charge and spin) (kJ/mol): 299.95
HOMO energy (eV): -15.5

Taking the records one at a time from the top gives max |F| values of 4.96; 0.62; 4.36 eV Å⁻¹.